1.
{
  "formula": "C6H7Cl2N3S",
  "method": "ωB97M-V/def2-TZVPD",
  "elements": ["Cl", "Cl", "N", "N", "S", "C", "C", "N", "C", "C", "C", "C", "H", "H", "H", "H", "H", "H", "H"],
  "coordinates": [[-0.1302, -0.7744, 4.1698], [1.7901, 1.7549, 4.4095], [1.8845, -1.3825, -2.8614], [0.7414, -1.2840, -1.9658], [-0.5510, 0.6897, -0.5478], [2.3437, -0.1899, -3.0501], [0.6178, 0.0196, -1.6248], [1.5899, 0.6683, -2.2714], [-0.2462, 0.0191, 1.1652], [-0.8296, 1.7607, 3.0066], [0.3252, 0.8838, 3.5881], [0.1102, 1.1619, 1.9947], [3.1373, -0.0316, -3.8342], [1.6103, 1.7255, -2.3948], [-1.2448, -0.5073, 1.3961], [0.6343, -0.6818, 1.1706], [-1.8582, 1.4254, 3.0273], [-0.7528, 2.8712, 3.1453], [0.8825, 1.9259, 1.5313]],
  "max_force_ev_per_a": 5.392,
  "e_tot_ev": -46683.0666,
  "homo_ev": -9.267,
  "orbital_gap_ha": 0.353
}

***

2.
{
  "formula": "C6H7Cl2N4O",
  "method": "ωB97M-V/def2-TZVPD",
  "elements": ["C", "C", "C", "C", "C", "C", "N", "N", "N", "N", "O", "Cl", "Cl", "H", "H", "H", "H", "H", "H", "H"],
  "coordinates": [[3.4859, 0.6046, 0.2174], [-0.3528, 0.1831, -0.0602], [0.9406, 0.0058, 0.4238], [-1.8332, 1.4357, 1.5427], [-0.9754, 0.8485, -1.2881], [1.1644, -0.8256, 1.6296], [4.1033, 1.4198, -0.6147], [3.2129, 1.8960, -1.3783], [2.0218, 1.5582, -1.0867], [2.0679, 0.6587, -0.0693], [3.9944, -0.0978, 1.0984], [-2.8504, 0.3203, 2.2784], [-0.7390, 2.3293, 2.5634], [-1.0183, -0.4689, 0.4608], [-0.2315, 1.5491, -1.5681], [-1.9870, 1.4499, -0.9884], [-1.2809, 0.1324, -2.0665], [2.1604, -1.2088, 1.7183], [0.2569, -1.5755, 1.6249], [1.0734, -0.2418, 2.6000]],
  "max_force_ev_per_a": 4.048,
  "e_tot_ev": -39384.5111,
  "homo_ev": [-3.956, -3.955],
  "charge": -1,
  "orbital_gap_ha": [0.217, 0.217]
}

***

3.
{
  "formula": "C6H7Cl2O3P",
  "method": "ωB97M-V/def2-TZVPD",
  "elements": ["C", "C", "C", "C", "C", "C", "O", "O", "O", "P", "Cl", "Cl", "H", "H", "H", "H", "H", "H", "H"],
  "coordinates": [[-0.5933, -0.6541, 0.2666], [0.6969, -0.1671, -0.0620], [-1.5690, 0.4588, 0.3195], [0.5637, 1.3355, -0.2795], [-0.8777, 1.6846, -0.2816], [-1.0322, -2.0501, 0.5413], [3.3397, 0.0479, 0.5623], [2.6253, -2.1821, -0.4363], [2.5321, -0.0207, -1.8418], [2.5085, -0.6998, -0.4609], [1.3348, 2.1762, 1.1293], [-1.5580, 1.9728, -1.8786], [-2.6876, 0.3773, 0.1126], [-1.6614, 0.6688, 1.4328], [1.2204, 1.6124, -1.1464], [-1.1527, 2.6441, 0.1892], [-0.7682, -2.7559, -0.2036], [-2.1406, -2.0552, 0.4776], [-0.7808, -2.3934, 1.5597]],
  "max_force_ev_per_a": 4.285,
  "e_tot_ev": -46812.6296,
  "homo_ev": 0.395,
  "charge": -2,
  "orbital_gap_ha": 0.178
}

***

4.
{
  "formula": "C6H7Cl6N",
  "method": "ωB97M-V/def2-TZVPD",
  "elements": ["C", "Cl", "Cl", "Cl", "H", "C", "Cl", "Cl", "Cl", "H", "N", "C", "C", "C", "C", "H", "H", "H", "H", "H"],
  "coordinates": [[2.0239, 2.3649, -1.0010], [2.0859, 3.2500, -2.4889], [0.8723, 3.0112, 0.1726], [3.6510, 2.3811, -0.2199], [1.7276, 1.3589, -1.2729], [-3.1224, 0.7842, -0.3123], [-3.0861, 1.0841, 1.4119], [-3.5355, 2.2530, -1.2457], [-4.3061, -0.4830, -0.7206], [-2.1210, 0.5369, -0.6322], [1.2901, -2.4546, 1.0596], [0.3703, -2.6709, 0.0782], [-0.2502, -1.4819, -0.1914], [0.3003, -0.4970, 0.6699], [1.2353, -1.1351, 1.4472], [1.7998, -3.1242, 1.6019], [0.1997, -3.6845, -0.2477], [-1.0416, -1.3669, -0.9160], [0.0057, 0.5373, 0.6554], [1.9010, -0.6635, 2.1522]],
  "max_force_ev_per_a": 1.378,
  "e_tot_ev": -82959.5904,
  "homo_ev": -8.648,
  "orbital_gap_ha": 0.338
}

***

5.
{
  "formula": "C6H7ClO",
  "method": "ωB97M-V/def2-TZVPD",
  "elements": ["C", "C", "C", "C", "C", "C", "H", "H", "H", "H", "H", "H", "H", "O", "Cl"],
  "coordinates": [[1.1913, -0.5017, 0.0248], [0.4567, -0.5988, 1.2420], [-0.1180, 0.2206, 0.0905], [-1.2338, -0.3766, -0.7308], [-0.0424, 1.6023, -0.0289], [-0.1474, 2.8080, -0.2706], [1.2868, -2.4765, -0.1987], [2.0744, 0.2330, -0.0727], [-0.2462, -1.5468, 1.1684], [0.7662, -0.2176, 2.2876], [-0.7728, -1.3811, -1.0368], [-1.3683, 0.3581, -1.5593], [-0.2907, 3.9068, -0.1580], [1.2401, -1.5015, -0.8292], [-2.7958, -0.5281, 0.0717]],
  "max_force_ev_per_a": 7.659,
  "e_tot_ev": -20900.7234,
  "homo_ev": -9.092,
  "orbital_gap_ha": 0.348
}

***

6.
{
  "formula": "C6H7ClO",
  "method": "ωB97M-V/def2-TZVPD",
  "elements": ["C", "C", "C", "C", "C", "C", "O", "Cl", "H", "H", "H", "H", "H", "H", "H"],
  "coordinates": [[1.0130, -1.6633, 0.9279], [0.0721, -0.8988, 0.8044], [-0.8993, 0.1570, 1.0488], [1.3235, 1.4012, -1.0339], [1.7577, 0.1869, -1.1982], [-2.3578, -0.2789, 0.7307], [-0.6183, 1.2769, 1.3934], [1.0100, -1.0483, -2.0666], [1.8505, -2.2117, 0.5279], [0.2245, 1.5784, -1.1426], [1.8399, 2.2861, -0.7134], [2.8358, 0.1332, -1.2088], [-2.3271, -1.2608, 0.4160], [-2.6773, 0.4367, -0.0807], [-3.0473, -0.0945, 1.5951]],
  "max_force_ev_per_a": 3.723,
  "e_tot_ev": -20901.2479,
  "homo_ev": -9.540,
  "orbital_gap_ha": 0.347
}

***

7.
{
  "formula": "C6H7ClO",
  "method": "ωB97M-V/def2-TZVPD",
  "elements": ["C", "C", "C", "C", "C", "C", "O", "Cl", "H", "H", "H", "H", "H", "H", "H"],
  "coordinates": [[0.4824, -1.3859, -0.1413], [-0.7300, -1.2420, -0.6638], [1.2738, -0.4056, 0.6209], [-1.4272, 0.1047, -0.6333], [0.8173, 1.0583, 0.6176], [-0.4945, 1.3710, 0.0434], [0.6693, 1.6691, -0.6494], [-2.9012, 0.1386, 0.3917], [1.0602, -2.3452, -0.1460], [-1.2396, -2.0393, -1.4066], [1.4192, -0.7448, 1.6531], [2.2595, -0.3421, 0.2531], [-1.5413, 0.4293, -1.6533], [1.4159, 1.5352, 1.2927], [-1.0639, 2.1988, 0.4213]],
  "max_force_ev_per_a": 3.794,
  "e_tot_ev": -20902.8834,
  "homo_ev": -9.808,
  "orbital_gap_ha": 0.395
}

***

8.
{
  "formula": "C6H7ClO3Si",
  "method": "ωB97M-V/def2-TZVPD",
  "elements": ["C", "C", "C", "C", "C", "C", "O", "O", "O", "Si", "Cl", "H", "H", "H", "H", "H", "H", "H"],
  "coordinates": [[0.6479, 1.8368, 1.4234], [1.9517, 1.3993, 1.6046], [-0.3189, 1.0353, 0.7557], [2.3511, 0.1960, 0.9730], [0.0285, -0.2064, 0.1605], [1.4404, -0.5709, 0.2673], [-2.1702, -3.0776, -1.3797], [-2.5678, -2.4927, 1.3063], [-3.4320, -0.9683, -0.7648], [-2.2888, -1.9589, -0.2145], [2.0977, -2.0730, -0.2540], [0.3328, 2.8828, 1.9010], [2.5942, 2.0937, 2.0080], [-1.2771, 1.5404, 0.5475], [3.3173, -0.2700, 1.0717], [-2.4727, -2.7214, -2.2193], [-1.9067, -2.9153, 1.9388], [-3.7697, -0.1991, -0.3683]],
  "max_force_ev_per_a": 3.053,
  "e_tot_ev": -32878.6775,
  "homo_ev": -8.583,
  "orbital_gap_ha": 0.305
}